A 2-piece molecular cluster, C4H11N3O overall at a distorted geometry. Source: OMol25; level of theory: wB97M-V/def2-TZVPD.

Each line ends with the Mulliken charge.
Atoms and positions in Å:
N (1.81576, 0.84687, -2.25276)  -0.4526
C (2.55740, 0.76665, -1.08311)  0.5017
N (1.75256, 0.99115, 0.04749)  -0.4796
O (3.75478, 0.50679, -1.03752)  -0.6066
H (1.07977, 1.53399, -2.24269)  0.2461
H (2.44261, 0.95286, -3.03175)  0.2530
H (0.90840, 0.38494, 0.08703)  0.3900
H (2.27431, 0.89482, 0.93511)  0.2560
C (-2.05862, 1.19839, 1.26022)  -0.8221
C (-1.40486, 0.01996, 1.38743)  0.0739
N (-0.96722, -0.77612, 0.32143)  -0.2730
C (-1.21927, -2.22838, 0.35556)  -1.0248
H (-2.21056, 1.57317, 0.24673)  0.1718
H (-2.28944, 1.93943, 2.02646)  0.2655
H (-1.24335, -0.40629, 2.38189)  0.3181
H (-1.34628, -0.32400, -0.49239)  0.1925
H (-0.86781, -2.71504, -0.55342)  0.3240
H (-0.68429, -2.69713, 1.16413)  0.3342
H (-2.29389, -2.46204, 0.48015)  0.3322

## Properties
* largest force on an atom: 0.03112 hartree/bohr
* LUMO energy: 0.79 eV
* molar mass: 117.2 g mol⁻¹
* charge: 0
* SMILES: NC(N)=O.C=CNC

***

C4H13N2S2 as an isolated structure at a distorted geometry. Source: OMol25; level of theory: wB97M-V/def2-TZVPD.

Each line ends with the Löwdin spin population.
Atoms and positions in Å:
N (-3.15261, -1.67396, -0.08790)  0.0066
C (-1.76177, -1.30042, 0.01183)  -0.0001
C (-1.71861, 0.52869, -0.00380)  -0.0019
S (-0.32959, 1.52023, 0.54159)  0.0000
S (2.86884, -1.54372, -1.16062)  0.8239
C (2.41409, 0.22588, -0.86866)  0.0763
C (2.58849, 0.56055, 0.57496)  0.0054
N (3.94031, 0.30006, 0.93924)  0.0393
H (-3.39346, -2.15830, -0.90429)  0.0003
H (-5.95043, 1.82311, -0.28672)  0.0000
H (-5.55784, 1.17998, 0.07602)  0.0000
H (-1.14539, -1.64352, -0.69145)  0.0006
H (-1.50483, -1.65732, 1.00527)  -0.0001
H (-2.73572, 1.04158, 0.44167)  0.0012
H (-1.90058, 0.40680, -1.18334)  -0.0022
H (1.32552, 0.09109, -1.09737)  0.0318
H (2.96909, 0.98003, -1.46522)  0.0015
H (2.37015, 1.65179, 0.78607)  -0.0001
H (2.00621, -0.09795, 1.18434)  -0.0007
H (4.41712, -0.36783, 0.30921)  0.0181
H (4.25100, 0.13323, 1.87917)  0.0002

## Properties
* expectation value of S²: 0.755
* largest force on an atom: 0.15203 hartree/bohr
* LUMO energy (alpha / beta): -3.17 / -3.16 eV
* molar mass: 153.3 g mol⁻¹
* charge: 0
* multiplicity: 2

***

C34H27F5N8OPPb as an isolated structure at a distorted geometry. Source: OMol25; level of theory: wB97M-V/def2-TZVPD.

Each line ends with the Mulliken charge.
Atoms and positions in Å:
Pb (-1.83812, -0.58020, -0.66285)  1.4829
C (3.95841, -1.69790, -0.29263)  -1.0966
N (2.61314, -1.22228, 0.09617)  0.4956
C (1.41247, -1.40402, -0.46683)  -0.1071
N (0.51614, -0.57945, 0.07652)  -0.0353
C (1.25111, 0.06462, 1.07312)  -0.6088
N (2.49503, -0.30964, 1.17382)  -0.6092
C (4.84149, -0.68706, -1.01749)  1.2045
C (6.01569, -1.15772, -1.68344)  -1.1854
C (6.71627, -0.23316, -2.43846)  -0.5278
C (6.29188, 1.09496, -2.56675)  -1.0079
C (5.17260, 1.50895, -1.84794)  0.1119
C (4.42429, 0.63071, -1.06616)  -0.6812
C (4.73581, 2.87531, -1.93308)  0.6396
N (5.31915, 3.84543, -2.57000)  -0.4666
N (4.43764, 4.95330, -2.43315)  -0.3655
C (3.41543, 4.60774, -1.70150)  0.4419
O (3.47933, 3.23537, -1.35152)  -0.2132
C (2.32038, 5.47135, -1.20360)  0.3245
C (2.19709, 6.74032, -1.77820)  -0.7419
C (1.17367, 7.56829, -1.40876)  -0.7856
C (0.22240, 7.14121, -0.44832)  -0.8814
C (0.25729, 5.81657, -0.04011)  0.3845
C (-0.94952, 5.37462, 0.73208)  -0.4448
N (-1.55541, 4.05800, 0.35764)  0.8342
C (-0.94947, 2.89701, 0.00056)  -0.4379
N (-1.82502, 1.92018, 0.19601)  -0.1314
C (-3.01009, 2.53283, 0.51422)  -0.5323
N (-2.87082, 3.83786, 0.62418)  -0.9259
C (1.38196, 4.98823, -0.26585)  -0.4106
H (3.82862, -2.59762, -0.92245)  0.3925
H (4.48263, -2.05155, 0.60566)  0.3648
H (1.24327, -2.00772, -1.35494)  0.5468
H (0.80626, 0.88474, 1.62701)  0.5799
H (6.39426, -2.13192, -1.42907)  0.4694
H (7.59121, -0.55402, -2.92623)  0.4809
H (6.80962, 1.80625, -3.21758)  0.5228
H (3.52291, 0.91874, -0.56003)  0.8484
H (2.93505, 7.05585, -2.50517)  0.5346
H (1.00240, 8.53576, -1.84812)  0.4274
H (-0.51329, 7.78657, -0.04766)  0.5012
H (-1.69166, 6.17995, 0.52958)  0.3833
H (-0.67076, 5.26990, 1.83887)  0.2252
H (0.11785, 2.74968, -0.15618)  0.6084
H (-3.91366, 1.99054, 0.61666)  0.4762
H (1.60352, 4.12821, 0.39687)  0.8349
F (-2.95831, -0.94061, 3.14832)  -0.3609
C (-3.87178, -1.17787, 2.14903)  1.1181
C (-3.86524, -2.33931, 1.33251)  -0.3391
C (-4.93750, -2.44381, 0.36798)  0.1233
F (-4.85268, -3.46717, -0.57843)  -0.2723
C (-5.86889, -1.41828, 0.21478)  -0.1612
F (-6.80906, -1.36472, -0.76818)  -0.2256
C (-5.82474, -0.31633, 1.04959)  0.8444
F (-6.73314, 0.66305, 0.97972)  -0.2470
C (-4.86290, -0.20547, 2.03102)  -0.0109
F (-4.84424, 0.89699, 2.78534)  -0.2957
C (-3.89088, -4.90722, 2.70704)  -1.4653
P (-2.83386, -3.79770, 1.79544)  1.0538
C (-1.46886, -3.20925, 2.85432)  -1.3761
C (-2.04590, -4.74649, 0.56416)  0.8764
C (-2.85561, -5.65299, -0.09535)  -0.7426
C (-2.30673, -6.51854, -1.03435)  -0.8224
C (-0.92817, -6.45786, -1.37372)  -0.5170
C (-0.10656, -5.55449, -0.69729)  -0.7628
C (-0.67893, -4.70127, 0.27304)  -0.0914
H (-3.50376, -5.90851, 2.82350)  0.4458
H (-4.84766, -4.96713, 2.15908)  0.5098
H (-4.13457, -4.41751, 3.68429)  0.4470
H (-0.75170, -3.93802, 3.17232)  0.4724
H (-1.98377, -2.71730, 3.71727)  0.5201
H (-0.95628, -2.36489, 2.36016)  0.4002
H (-3.90755, -5.52845, 0.05106)  0.3541
H (-2.94395, -7.30005, -1.46555)  0.4125
H (-0.56202, -7.05705, -2.22392)  0.4317
H (0.97599, -5.54858, -0.93294)  0.4315
H (-0.03918, -3.84799, 0.63490)  0.3292

## Properties
* largest force on an atom: 0.05151 hartree/bohr
* LUMO energy: -11.31 eV
* molar mass: 896.8 g mol⁻¹
* charge: +3

***

A 2-piece molecular cluster, C5H12N3 overall at a distorted geometry. Source: OMol25; level of theory: wB97M-V/def2-TZVPD.

Each line ends with the Löwdin spin population.
Atoms and positions in Å:
C (0.79690, 1.48454, -0.45789)  0.0008
C (0.84015, 2.19547, -1.57518)  0.0003
C (2.46237, -0.04914, -0.88199)  -0.0006
N (1.81178, 0.60146, -0.01311)  0.0152
H (0.00090, 1.63236, 0.27108)  0.0003
H (1.70656, 2.21516, -2.21809)  0.0001
H (0.05300, 2.89231, -1.82238)  0.0002
H (3.30150, -0.65970, -0.56697)  0.0003
H (2.23145, 0.00261, -1.95262)  0.0007
C (-1.96620, -0.57643, 0.49712)  0.0790
C (-0.72403, -1.11533, 0.86362)  0.4972
N (-0.69943, -2.25297, 1.80354)  0.0628
N (-2.15179, 0.26265, -0.48149)  0.2989
H (-2.86005, -0.86572, 1.04477)  -0.0021
H (0.25909, -0.90540, 0.43528)  0.0131
H (-0.05352, -2.06254, 2.59067)  0.0109
H (-1.61100, -2.45957, 2.23831)  -0.0002
H (-0.36820, -3.11927, 1.34631)  0.0126
H (-1.32613, 0.76735, -0.85950)  0.0043
H (-3.00352, 0.82464, -0.39717)  0.0064

## Properties
* expectation value of S²: 0.770
* largest force on an atom: 0.03876 hartree/bohr
* LUMO energy (alpha / beta): -8.68 / -12.46 eV
* molar mass: 114.2 g mol⁻¹
* charge: +2
* multiplicity: 2

***

A 3-piece molecular cluster, C4H14O3 overall. Source: OMol25; level of theory: wB97M-V/def2-TZVPD.

Each line ends with the Mulliken charge.
Atoms and positions in Å:
C (1.36045, -0.50349, 1.97134)  -1.3253
C (0.38208, -0.99851, 0.94216)  -0.2198
C (0.92198, -0.95083, -0.48145)  0.2370
C (-0.07367, -1.47099, -1.49420)  -1.2595
O (1.24987, 0.42772, -0.80614)  -0.6160
H (2.29609, -1.06413, 1.95261)  0.3444
H (1.62695, 0.54494, 1.84787)  0.2560
H (0.96726, -0.59712, 2.98834)  0.3784
H (-0.56269, -0.45505, 0.95282)  0.1462
H (0.11729, -2.03758, 1.14530)  0.4032
H (1.84307, -1.52583, -0.51568)  0.4424
H (0.34634, -1.39514, -2.50559)  0.3282
H (-1.00575, -0.90919, -1.45025)  0.2033
H (-0.32010, -2.51952, -1.29909)  0.3666
H (2.14194, 0.44043, -1.16301)  0.2893
O (-0.62524, 2.32531, 0.15940)  -0.6987
H (0.02686, 1.72460, -0.24638)  0.3883
H (-0.30580, 3.21064, -0.03262)  0.2958
O (-2.73763, 0.48976, -0.23960)  -0.6336
H (-3.57071, 0.79371, 0.13620)  0.3064
H (-2.12905, 1.23170, -0.08804)  0.3675

## Properties
* largest force on an atom: 0.01576 hartree/bohr
* LUMO energy: 0.65 eV
* molar mass: 110.2 g mol⁻¹
* charge: 0
* SMILES: CC[C@@H](C)O.O.O

***

One molecule with the formula C6H11N at a distorted geometry. Source: OMol25; level of theory: wB97M-V/def2-TZVPD.

Each line ends with the Mulliken charge.
Atoms and positions in Å:
C (-3.03289, -0.01279, -0.41420)  -1.0677
C (-2.11493, -0.20674, 0.76846)  -0.5229
C (-1.01279, -0.25333, -0.12020)  -0.2147
N (0.09406, 0.61132, -0.04006)  -0.2870
C (1.36486, -0.11883, -0.50407)  -0.5495
C (2.73003, -0.64771, 0.47237)  -0.6874
C (2.51051, 0.71669, 0.07624)  -0.2228
H (-2.88740, 0.83832, -1.10584)  0.3236
H (-3.09096, -0.88271, -1.06192)  0.2945
H (-4.14120, 0.17870, -0.14696)  0.3462
H (-2.26252, -1.02207, 1.46602)  0.2545
H (-0.94774, -0.94951, -0.95191)  0.3982
H (0.17782, 0.64281, 0.97331)  0.3762
H (1.43326, 0.06373, -1.60998)  0.3355
H (1.08583, -1.17204, -0.56968)  0.5591
H (2.34816, 1.45362, 0.86934)  0.1792
H (2.33487, -1.45056, 1.05332)  0.3031
H (3.05046, 1.21007, -0.72902)  0.1820

## Properties
* largest force on an atom: 0.09900 hartree/bohr
* LUMO energy: 0.02 eV
* molar mass: 97.2 g mol⁻¹
* charge: 0

***

An isolated ion of composition C6H11N2 and charge +1 at a distorted geometry. Source: OMol25; level of theory: wB97M-V/def2-TZVPD.

Each line ends with the Mulliken charge.
Atoms and positions in Å:
C (-2.54226, -0.91182, 0.09779)  -0.6410
C (-1.89626, 0.46789, 0.11845)  -0.3285
C (0.54232, 1.21508, 0.20241)  -0.4714
C (1.86473, 0.68468, -0.31147)  -0.7121
C (1.10946, -1.62790, -0.12067)  -0.6414
C (-0.23595, -1.01592, -0.17287)  0.1240
N (-0.46627, 0.24834, -0.09749)  0.3147
N (2.09162, -0.60254, 0.37845)  -0.3663
H (-2.61483, -1.42438, 1.14209)  0.3152
H (-2.79158, -1.45860, -0.70636)  0.4277
H (-2.46154, 1.14613, -0.47614)  0.4059
H (-1.99052, 0.83830, 1.15650)  0.2820
H (0.59652, 1.32088, 1.36629)  0.3125
H (0.27909, 2.29831, -0.04434)  0.3681
H (1.76285, 0.38374, -1.39206)  0.2897
H (2.70488, 1.24704, -0.06102)  0.4181
H (0.97043, -2.41529, 0.65757)  0.3316
H (1.58162, -2.17107, -0.93317)  0.2735
H (2.23687, -0.43757, 1.40023)  0.2975

## Properties
* largest force on an atom: 0.13531 hartree/bohr
* LUMO energy (alpha / beta): -5.69 / -5.18 eV
* molar mass: 111.2 g mol⁻¹
* charge: +1

***

A 2-piece molecular cluster, C4H10N3 overall at a distorted geometry. Source: OMol25; level of theory: wB97M-V/def2-TZVPD.

Each line ends with the Mulliken charge.
Atoms and positions in Å:
C (0.33015, 0.83420, -1.26914)  0.4536
C (1.52198, 0.22751, -0.73262)  -0.2296
C (-1.18617, 0.46407, 0.20914)  -1.1422
C (-1.37257, -0.45405, 1.24913)  0.3677
N (-0.02899, 1.41498, -2.25130)  -0.4040
N (-0.68978, -0.37885, 2.33961)  -0.2682
N (1.28012, -1.20239, -0.54983)  -0.5331
H (2.35221, 0.43466, -1.52905)  0.3182
H (1.64591, 0.47249, 0.29977)  0.2292
H (-2.13103, 0.50319, -0.46562)  0.2989
H (-0.76326, 1.40678, 0.60759)  0.3683
H (-1.82787, -1.46475, 0.91358)  0.2912
H (-0.94417, 1.60106, -2.53309)  0.2870
H (-0.27263, 0.55341, 2.48958)  0.2243
H (-0.68998, -1.03664, 3.10816)  0.2545
H (0.69721, -1.63448, -1.34925)  0.2390
H (2.07887, -1.74119, -0.53668)  0.2453

## Properties
* largest force on an atom: 0.08970 hartree/bohr
* LUMO energy: -4.74 eV
* molar mass: 100.1 g mol⁻¹
* charge: +1